Entry 1:
Molecular formula: C6H11ClS
Method: DFT, wB97M-V/def2-TZVPD

Each line ends with the natural charge from an NBO analysis.
CARTESIAN COORDINATES (ANGSTROEM)
Cl (-3.5061, 0.3173, -0.3929)  -0.130
S (2.5241, -0.7090, -0.1083)  -0.023
C (-0.7276, -1.4268, -0.9102)  -0.676
C (-2.2818, -0.3976, 0.8434)  -0.333
C (1.4551, 0.6290, 0.4123)  -0.380
C (-0.9332, -0.5464, 0.2933)  -0.029
C (-0.0091, 0.3049, 0.7702)  -0.153
C (1.5778, 1.6328, -0.7225)  -0.617
H (-2.2947, 0.3441, 1.6342)  0.218
H (-1.4761, -2.2356, -0.9915)  0.221
H (1.7999, 1.0997, 1.3174)  0.218
H (-2.7216, -1.3712, 1.2068)  0.221
H (0.9517, 1.3501, -1.5772)  0.215
H (2.6013, 1.7283, -1.0963)  0.224
H (1.2495, 2.6270, -0.5003)  0.223
H (2.4879, -1.5198, 1.0015)  0.129
H (0.2370, -1.9954, -0.7921)  0.242
H (-0.3420, 1.0265, 1.4947)  0.191
H (-0.5921, -0.8579, -1.8824)  0.236

Properties
Net charge: 0
Structure (SMILES): C/C(=C\[C@H](C)S)CCl
ΔE to the lowest compared entry with this formula, charge and spin (kJ/mol): 45.82
Kohn-Sham gap (eV): 9.8
Multiplicity: 1

---

Entry 2:
Molecular formula: C6H11F2N
Method: DFT, wB97M-V/def2-TZVPD

Each line ends with the natural charge from an NBO analysis.
CARTESIAN COORDINATES (ANGSTROEM)
F (2.9738, -0.8553, 0.8412)  -0.331
F (2.2180, -0.5454, -1.1244)  -0.311
N (-1.9923, -1.8952, -0.9137)  -0.370
C (0.4886, 1.5388, -0.6037)  -0.603
C (2.1518, -0.0474, 0.0915)  0.731
C (-0.9020, -1.9953, -0.0622)  -0.433
C (1.4319, 1.0131, 0.4306)  -0.164
C (1.5088, 1.7124, 1.7732)  -0.631
C (-2.9582, -1.0466, -1.2433)  -0.335
H (0.8752, 1.2497, -1.4795)  0.224
H (0.6484, 1.9456, 2.2823)  0.216
H (-2.2797, -2.7649, -1.2130)  0.395
H (-0.7436, -1.2406, 0.6738)  0.190
H (0.3921, 2.5976, -0.6103)  0.212
H (1.9495, 1.1582, 2.5535)  0.227
H (2.1023, 2.6495, 1.6728)  0.216
H (-0.4947, 1.0667, -0.2789)  0.212
H (-3.7364, -1.4290, -1.9379)  0.188
H (-0.6476, -3.0423, 0.0062)  0.187
H (-2.9859, -0.0697, -0.8582)  0.182

Properties
Net charge: 0
ΔE to the lowest compared entry with this formula, charge and spin (kJ/mol): 309.44
Kohn-Sham gap (eV): 7.9
Multiplicity: 1